{
  "formula": "C20H16F5N6O3S3W",
  "method": "ωB97M-V with the def2-TZVPD basis set",
  "species": ["W", "F", "C", "C", "F", "C", "F", "C", "S", "C", "F", "C", "F", "N", "C", "N", "C", "N", "N", "C", "C", "C", "C", "C", "C", "S", "O", "O", "N", "C", "S", "C", "C", "N", "H", "H", "H", "H", "H", "H", "H", "H", "C", "H", "H", "C", "C", "O", "H", "H", "H", "H", "H", "H"],
  "coordinates": [[-0.06881, 0.09137, -0.53837], [4.15998, 0.73103, 5.58840], [3.67382, 0.49816, 4.36479], [2.31319, 0.48662, 4.14036], [1.47713, 0.70390, 5.16289], [1.81106, 0.24256, 2.87177], [0.48663, 0.22797, 2.76310], [2.63944, 0.00300, 1.77602], [2.15831, -0.35344, 0.10352], [4.00863, 0.02293, 2.04861], [4.88992, -0.19467, 1.06519], [4.52823, 0.26103, 3.30562], [5.85264, 0.26791, 3.50636], [-0.18707, 1.86729, 0.61045], [0.16994, 2.93462, 0.92987], [0.46823, 4.08539, 1.38362], [1.50696, 4.78267, 0.96948], [2.42169, 5.43348, 0.67538], [6.27090, 3.86059, -4.02940], [4.91112, 3.60587, -3.84890], [4.33780, 3.71338, -2.57893], [2.98795, 3.49298, -2.40098], [2.18899, 3.17278, -3.49347], [2.74128, 3.07694, -4.76054], [4.09757, 3.29340, -4.93844], [0.48711, 2.82627, -3.22252], [-0.15152, 2.75323, -4.52186], [0.00380, 3.76008, -2.24487], [0.45556, 1.36998, -2.53525], [0.35633, 0.24399, -3.26219], [0.16844, -0.07377, -4.95280], [0.01736, -1.76756, -4.58720], [0.05907, -1.97834, -3.25325], [0.24646, -0.84373, -2.50524], [6.83722, 3.73524, -3.20652], [6.68019, 3.43340, -4.84375], [4.95216, 3.97746, -1.72603], [2.55313, 3.59420, -1.41424], [2.10648, 2.83833, -5.60404], [4.53022, 3.22369, -5.93042], [-0.10274, -2.50275, -5.36558], [-0.03149, -2.92610, -2.74508], [-0.97678, -1.30585, 0.37874], [-2.04096, -1.49125, 0.20441], [-0.51249, -2.03273, 1.04313], [-4.25209, 1.56206, -1.17329], [-2.76770, 1.81424, -1.29444], [-2.05458, 0.56236, -1.44638], [-4.77926, 2.50928, -1.04424], [-4.46448, 0.92594, -0.31389], [-4.64633, 1.07977, -2.07103], [-2.35388, 2.27022, -0.40170], [-2.52469, 2.46112, -2.13878], [-2.16735, 0.22701, -2.34320]],
  "forces_ev_per_a": [[0.8, -0.1, 0.1], [0.0, 0.0, 0.1], [0.0, 0.0, -0.1], [0.0, 0.0, 0.0], [0.0, 0.0, 0.0], [0.1, 0.0, -0.1], [-0.1, -0.1, 0.0], [0.1, 0.3, 0.1], [-0.6, -0.2, -0.2], [-0.1, 0.0, 0.0], [0.1, 0.0, 0.0], [0.0, 0.0, 0.0], [0.1, 0.0, 0.0], [0.2, 0.1, -0.2], [0.1, -0.2, -0.1], [-0.2, 0.3, 0.1], [0.2, -0.2, 0.0], [-0.1, 0.0, 0.0], [0.0, 0.0, 0.0], [0.0, 0.0, 0.0], [0.0, 0.0, 0.0], [0.0, 0.1, 0.1], [0.0, -0.1, 0.1], [0.0, 0.0, 0.0], [0.0, 0.0, 0.0], [0.0, 0.1, -0.1], [0.0, 0.1, 0.0], [-0.1, 0.0, 0.0], [0.0, 0.1, 0.0], [-0.2, 0.0, 0.3], [0.2, -0.1, -0.1], [0.0, -0.1, 0.0], [0.1, 0.1, 0.0], [-0.2, 0.0, -0.1], [0.0, 0.0, 0.0], [0.0, 0.0, 0.0], [0.0, 0.0, 0.0], [0.0, 0.0, 0.0], [0.0, 0.0, 0.0], [0.0, 0.0, 0.0], [0.0, 0.0, 0.0], [0.0, 0.0, 0.0], [-0.2, -0.1, 0.1], [0.0, 0.0, 0.0], [0.0, 0.0, 0.0], [0.0, 0.0, 0.0], [0.0, 0.0, -0.1], [-0.1, 0.1, 0.1], [0.0, 0.0, 0.0], [0.0, 0.0, 0.0], [0.0, 0.0, 0.0], [0.0, 0.0, 0.1], [0.0, 0.0, 0.0], [0.1, 0.0, -0.1]],
  "total_energy_ha": -3087.0022,
  "fmax_ha_per_bohr": 0.015,
  "total_charge": -1,
  "homo_ha": [-0.1351, -0.1368],
  "mol_weight_g_mol": 763.42
}


{
  "formula": "C24H28Cl2IrN6S2",
  "method": "ωB97M-V with the def2-TZVPD basis set",
  "species": ["Ir", "C", "C", "N", "N", "C", "N", "S", "C", "C", "C", "C", "C", "N", "H", "H", "H", "H", "H", "H", "H", "H", "H", "H", "Cl", "C", "C", "C", "C", "C", "C", "C", "H", "H", "H", "H", "H", "H", "C", "N", "C", "N", "S", "H", "H", "H", "H", "H", "H", "Cl", "C", "C", "C", "C", "C", "C", "C", "H", "H", "H", "H", "H", "H"],
  "coordinates": [[-0.06378, -0.07175, -0.50960], [4.24872, 0.58435, 1.08260], [2.78722, 0.38345, 0.80790], [2.26382, 0.27035, -0.40560], [2.97602, 0.23735, -1.54230], [2.39802, 0.06555, -2.73630], [3.18262, 0.10335, -3.83820], [0.71402, -0.11765, -2.93090], [1.85352, 0.31545, 1.87160], [2.23072, 0.38725, 3.23610], [1.29112, 0.30885, 4.22230], [-0.06178, 0.14735, 3.87320], [-0.37758, 0.06925, 2.53970], [0.52172, 0.15515, 1.56210], [4.85202, 0.54515, 0.17950], [4.61642, -0.18655, 1.75420], [4.40632, 1.55345, 1.55350], [3.99272, 0.31115, -1.49090], [4.18412, 0.04545, -3.77140], [2.75872, -0.09695, -4.72620], [3.27252, 0.50945, 3.48170], [1.57572, 0.36195, 5.26080], [-0.82848, 0.08155, 4.62610], [-1.40508, -0.06265, 2.22340], [-5.77718, 3.16625, 0.49740], [-4.09398, 2.91925, 0.16080], [-3.66508, 2.72005, -1.14600], [-2.33618, 2.46865, -1.39050], [-1.39108, 2.42575, -0.34440], [-0.00748, 2.14135, -0.60250], [-1.85468, 2.67795, 0.96450], [-3.18618, 2.91935, 1.21470], [-4.37198, 2.75855, -1.95950], [-1.99938, 2.30605, -2.40320], [0.67452, 2.50805, 0.15910], [0.31752, 2.39955, -1.60550], [-1.14968, 2.68775, 1.78050], [-3.52828, 3.11025, 2.21850], [-6.26028, 0.02595, -1.31760], [-4.84678, -0.28665, -1.37840], [-4.03908, -0.37445, -0.32670], [-4.49048, -0.06955, 0.89210], [-2.48468, -1.01725, -0.54430], [-6.67518, -0.08205, -2.31490], [-6.42048, 1.05005, -0.97290], [-6.78788, -0.65915, -0.64790], [-4.46538, -0.59695, -2.25970], [-5.41878, 0.29425, 1.03440], [-3.85998, -0.10465, 1.67480], [6.03562, -3.90255, -0.87740], [4.39152, -3.40295, -0.72550], [3.88672, -3.06125, 0.52600], [2.57162, -2.67295, 0.64800], [1.72272, -2.60815, -0.47170], [0.34562, -2.21735, -0.33570], [2.26392, -2.94965, -1.72260], [3.57322, -3.35225, -1.85060], [4.52232, -3.12095, 1.39520], [2.17472, -2.41985, 1.61980], [-0.07428, -2.44375, 0.64130], [-0.28038, -2.57735, -1.14890], [1.62802, -2.91265, -2.59460], [3.96742, -3.64685, -2.80960]],
  "forces_ev_per_a": [[5.0, 0.8, 0.4], [-0.3, 0.0, -0.2], [0.5, 0.0, -3.5], [-2.0, -0.3, 2.1], [1.4, 0.3, 0.3], [-1.3, 0.0, -0.8], [-0.2, -0.1, 1.0], [-0.5, 0.0, 0.4], [-2.3, -0.2, 1.9], [0.3, 0.1, -1.5], [-1.3, -0.2, 0.2], [1.1, 0.1, 0.3], [-0.4, 0.0, 0.1], [-0.1, -0.3, -0.7], [0.1, 0.0, 0.1], [0.0, -0.1, 0.0], [0.0, 0.1, 0.0], [-0.4, -0.1, 0.1], [0.1, 0.0, 0.0], [-0.1, 0.0, 0.0], [0.1, 0.0, 0.0], [0.1, 0.0, 0.1], [-0.1, 0.0, 0.1], [0.1, 0.0, -0.1], [-0.3, 0.1, 0.1], [0.4, 0.1, 0.1], [-0.2, 0.0, 0.3], [0.4, 0.1, 0.4], [-1.0, 0.8, 0.2], [0.0, -0.9, -0.4], [0.2, -0.1, -0.6], [-0.4, 0.0, -0.3], [-0.1, 0.0, -0.1], [0.1, 0.0, -0.1], [0.1, 0.1, 0.1], [0.1, 0.2, 0.0], [0.2, 0.1, 0.1], [-0.1, 0.1, 0.2], [-0.2, 0.1, 0.2], [0.1, -0.3, 0.2], [-0.4, 1.0, 0.3], [-0.2, -0.2, -0.4], [2.2, -0.8, -0.4], [0.0, 0.0, 0.0], [0.0, -0.1, -0.1], [0.0, 0.0, 0.0], [0.2, 0.1, 0.2], [0.0, 0.2, 0.1], [0.0, 0.0, -0.2], [0.3, -0.1, 0.0], [-0.4, 0.2, 0.1], [0.4, -0.1, -0.3], [-0.3, 0.0, -0.5], [0.8, -0.3, 0.0], [-1.6, 0.7, -0.2], [-0.3, 0.1, 0.4], [0.5, 0.0, 0.2], [0.1, -0.1, 0.1], [-0.1, -0.1, 0.2], [-0.1, -0.4, 0.0], [0.0, -0.5, 0.2], [-0.1, -0.1, -0.1], [0.1, 0.0, -0.1]],
  "total_energy_ha": -3080.7548,
  "fmax_ha_per_bohr": 0.099,
  "total_charge": 1,
  "homo_ha": -0.3266,
  "mol_weight_g_mol": 727.79
}


{
  "formula": "C17H17N5O2S",
  "method": "ωB97M-V with the def2-TZVPD basis set",
  "species": ["C", "N", "C", "O", "N", "C", "N", "C", "N", "C", "C", "C", "O", "S", "C", "C", "C", "C", "C", "N", "C", "H", "H", "H", "H", "H", "H", "C", "C", "C", "H", "H", "H", "H", "H", "C", "H", "H", "H", "H", "H", "H"],
  "coordinates": [[1.98732, 4.03191, -2.41401], [1.52720, 3.35409, -1.21435], [1.62172, 4.07329, -0.03731], [2.06124, 5.19866, -0.01462], [1.18991, 3.44940, 1.12128], [0.69091, 2.18255, 1.12880], [0.29315, 1.64325, 2.27966], [-0.18516, 0.40459, 2.23105], [-0.30143, -0.34537, 1.13925], [0.09075, 0.17647, -0.01497], [0.61056, 1.48242, -0.07983], [1.03701, 2.06343, -1.32824], [0.97421, 1.47727, -2.39365], [-0.03298, -0.75303, -1.46430], [-0.75188, -2.29429, -0.73405], [-0.93565, -3.30443, -1.81164], [-1.98589, -3.20791, -2.71956], [-2.10815, -4.16176, -3.71422], [-1.16865, -5.18126, -3.76668], [-0.16515, -5.28314, -2.91316], [-0.05221, -4.36885, -1.96836], [0.78694, -4.49395, -1.29546], [-1.21761, -5.95187, -4.52449], [-2.91119, -4.11479, -4.43324], [-2.69154, -2.39266, -2.64466], [-0.06080, -2.63652, 0.03294], [-1.69747, -2.00838, -0.27646], [-0.62012, -0.17644, 3.50337], [-1.79168, -1.12934, 3.51000], [-0.42238, -1.65546, 3.73712], [0.04236, -2.21250, 2.93930], [-0.13686, -1.96693, 4.72982], [-2.25633, -1.32908, 2.55763], [-2.47619, -1.06857, 4.34172], [-0.49917, 0.49733, 4.33997], [1.29436, 4.21211, 2.35003], [2.33564, 4.48142, 2.52613], [0.91630, 3.59024, 3.15605], [0.71078, 5.12835, 2.26250], [3.02976, 4.32472, -2.29441], [1.87792, 3.33771, -3.24388], [1.39044, 4.92730, -2.58502]],
  "forces_ev_per_a": [[0.1, 0.1, -0.3], [0.1, 0.1, -0.2], [0.0, -0.1, 0.1], [0.1, 0.2, 0.0], [0.0, 0.1, 0.1], [-0.2, -0.8, -0.5], [0.1, 0.3, 0.1], [0.1, 0.3, -0.3], [-0.1, -0.3, -0.1], [0.1, 0.4, 0.1], [-0.2, -0.3, 0.4], [0.0, 0.0, 0.1], [0.1, 0.3, 0.0], [-0.3, -1.0, -0.2], [0.3, 0.6, 0.1], [0.0, -0.1, -0.3], [0.1, -0.1, 0.0], [0.0, 0.0, 0.1], [-0.2, 0.0, -0.2], [0.3, -0.4, -0.1], [-0.1, 0.3, 0.2], [0.1, 0.1, 0.1], [-0.1, 0.0, -0.1], [-0.1, 0.0, -0.1], [-0.1, 0.1, 0.0], [-0.1, -0.1, 0.0], [0.0, -0.1, 0.1], [0.0, 0.0, 0.3], [-0.1, 0.0, 0.0], [0.1, -0.1, 0.0], [0.0, 0.0, -0.1], [0.0, 0.1, 0.1], [0.0, 0.0, -0.1], [0.0, 0.0, 0.1], [0.0, -0.1, 0.0], [0.1, 0.3, 0.3], [-0.1, 0.0, 0.0], [0.1, 0.1, -0.1], [0.0, 0.0, 0.0], [-0.1, 0.0, 0.0], [0.0, 0.1, 0.1], [0.1, 0.0, 0.0]],
  "total_energy_ha": -1480.5238,
  "fmax_ha_per_bohr": 0.020,
  "total_charge": 0,
  "homo_ha": -0.3317,
  "smiles": "Cn1c(=O)c2c(SCc3cccnc3)nc(C3CC3)nc2n(C)c1=O",
  "mol_weight_g_mol": 355.42
}


{
  "formula": "C30H51BrCaN7O5",
  "method": "ωB97M-V with the def2-TZVPD basis set",
  "species": ["Ca", "C", "C", "C", "C", "C", "C", "N", "C", "C", "N", "C", "C", "O", "O", "C", "C", "C", "C", "C", "C", "N", "C", "C", "N", "C", "C", "O", "O", "H", "H", "H", "H", "H", "H", "H", "H", "H", "H", "H", "H", "H", "H", "H", "H", "H", "H", "H", "H", "H", "H", "H", "H", "H", "H", "H", "H", "H", "H", "H", "H", "H", "H", "H", "H", "H", "H", "H", "Br", "C", "C", "C", "C", "C", "N", "H", "H", "H", "H", "N", "C", "N", "C", "C", "O", "C", "C", "H", "H", "H", "H", "H", "H", "H", "H"],
  "coordinates": [[-1.90529, -0.34208, 0.54279], [3.43099, -3.43249, -1.69337], [3.05732, -2.10162, -1.04136], [3.51644, -2.06007, 0.40825], [3.58764, -0.69699, 1.11973], [4.10741, -0.96746, 2.52952], [4.50798, 0.28258, 0.39807], [2.20625, -0.07224, 1.18606], [2.00657, 0.96735, 2.23835], [0.56065, 1.16526, 2.66288], [-0.39683, 1.65071, 1.65398], [-1.70114, 1.82632, 2.36298], [-2.87782, 2.09560, 1.38013], [-3.26037, 3.23875, 1.20857], [-3.32688, 1.02299, 0.79763], [0.08829, 2.90604, 0.98586], [-0.24436, 4.18636, 1.75074], [-0.32766, 2.99819, -0.49246], [0.70503, 2.53333, -1.54134], [0.06100, 2.74952, -2.92013], [1.98917, 3.34818, -1.46125], [1.03355, 1.10522, -1.28958], [1.68140, 0.37635, -2.39142], [1.27578, -1.08842, -2.37354], [1.63699, -1.76858, -1.12930], [0.69701, -2.81786, -0.74174], [-0.44136, -2.19008, 0.05338], [-0.09867, -1.38130, 0.98934], [-1.64606, -2.37665, -0.25309], [4.51597, -3.53944, -1.75419], [3.03272, -3.49351, -2.70958], [3.04212, -4.28247, -1.12430], [3.58026, -1.31139, -1.58473], [4.52355, -2.47998, 0.45980], [2.87591, -2.72352, 1.00545], [5.03106, -1.54066, 2.44426], [3.39801, -1.56484, 3.11172], [4.34769, -0.05707, 3.08015], [5.47717, -0.18818, 0.21576], [4.68152, 1.17946, 1.00063], [4.09449, 0.59527, -0.56678], [1.46664, -0.78815, 1.25538], [1.95084, 0.35913, 0.27260], [2.46852, 1.88760, 1.89257], [2.53636, 0.66335, 3.13547], [0.60455, 1.85533, 3.51607], [0.18126, 0.21307, 3.04280], [-1.66209, 2.62961, 3.09715], [-1.90978, 0.89466, 2.90734], [1.16995, 2.83283, 0.98509], [-1.30991, 4.41248, 1.70827], [0.30533, 5.01252, 1.29241], [0.06991, 4.12997, 2.79804], [-0.55076, 4.04182, -0.72005], [-1.26474, 2.45659, -0.65715], [-0.41207, 3.73445, -2.95297], [-0.71290, 1.99796, -3.10319], [0.78739, 2.71343, -3.73428], [1.77256, 4.41581, -1.56417], [2.67297, 3.06932, -2.26869], [2.51174, 3.19302, -0.51202], [0.15383, 0.64038, -1.12188], [2.76688, 0.47368, -2.30891], [1.41286, 0.77721, -3.37214], [1.70827, -1.58427, -3.25368], [0.19239, -1.13525, -2.48242], [1.18293, -3.53306, -0.07596], [0.29454, -3.37285, -1.59048], [-3.51077, -1.71283, 2.94830], [-2.35363, -1.95997, 4.44416], [-2.95207, -2.21290, 5.66604], [-2.11347, -2.39638, 6.74912], [-0.74124, -2.31617, 6.56453], [-0.26851, -2.04253, 5.29353], [-1.06746, -1.86007, 4.23382], [-4.02863, -2.26348, 5.76107], [-2.53060, -2.60053, 7.72831], [-0.05420, -2.45895, 7.38820], [0.79791, -1.96764, 5.10223], [-2.02273, 0.00214, -1.73523], [-2.94187, -0.15578, -2.42981], [-3.97749, -0.34544, -3.20465], [-4.50593, 0.71072, -4.09042], [-4.40671, 0.21370, -5.51534], [-5.08179, -1.02707, -5.65751], [-4.52013, -2.04440, -4.84261], [-4.60162, -1.67066, -3.37786], [-3.94921, 1.63203, -3.94002], [-5.55056, 0.88016, -3.82853], [-3.35249, 0.10156, -5.79473], [-4.87933, 0.91806, -6.19516], [-3.47442, -2.21638, -5.12229], [-5.08887, -2.95171, -5.02784], [-4.09136, -2.39880, -2.75253], [-5.64375, -1.59793, -3.06785]],
  "forces_ev_per_a": [[0.1, -0.1, 0.6], [0.0, -0.1, -0.1], [0.0, 0.0, 0.0], [-0.1, 0.0, 0.1], [0.1, 0.1, 0.0], [0.1, -0.1, 0.1], [0.0, 0.1, -0.1], [0.3, 0.3, 0.2], [0.0, -0.1, 0.0], [-0.1, 0.0, -0.1], [-0.2, 0.0, -0.1], [0.0, 0.0, -0.3], [-0.3, 0.0, -0.1], [0.0, -0.2, 0.0], [-1.6, 2.5, 0.7], [-0.1, -0.1, 0.0], [0.1, 0.1, 0.0], [0.0, -0.1, 0.1], [0.0, 0.0, 0.0], [-0.1, 0.1, 0.0], [0.1, 0.1, 0.0], [0.2, 0.0, 0.0], [0.0, 0.1, 0.1], [0.1, -0.1, 0.1], [-0.1, 0.1, -0.1], [0.1, 0.2, 0.0], [0.2, -0.6, -0.1], [0.9, -1.2, 0.0], [1.0, -0.8, -0.1], [-0.1, 0.0, 0.0], [0.0, 0.0, 0.1], [0.0, 0.1, 0.0], [0.0, 0.0, 0.0], [0.0, 0.0, 0.0], [0.1, 0.0, 0.0], [0.0, 0.0, 0.0], [0.1, 0.1, 0.0], [0.0, -0.1, -0.1], [-0.1, 0.1, 0.0], [0.0, -0.1, -0.1], [0.1, 0.0, 0.1], [-0.3, -0.3, 0.1], [0.0, 0.1, -0.2], [0.1, 0.0, 0.0], [-0.1, 0.0, 0.0], [0.0, 0.0, 0.1], [0.0, 0.0, 0.0], [0.1, 0.1, 0.1], [0.1, 0.1, 0.0], [0.1, -0.1, 0.0], [0.0, 0.0, 0.0], [0.0, 0.0, 0.0], [0.0, 0.0, -0.1], [0.0, 0.0, 0.0], [0.0, 0.0, 0.0], [0.1, -0.1, 0.0], [0.0, 0.1, 0.0], [0.0, 0.0, 0.0], [0.0, -0.1, 0.0], [0.0, 0.0, 0.1], [0.0, 0.0, -0.1], [-0.2, -0.1, -0.1], [0.0, 0.0, 0.0], [0.0, 0.0, 0.0], [0.0, -0.1, 0.0], [-0.1, 0.0, 0.0], [0.0, 0.0, 0.0], [-0.1, -0.1, -0.1], [0.0, 0.0, -0.1], [-0.1, 0.0, 0.0], [-0.1, -0.1, 0.1], [-0.1, 0.0, 0.1], [0.1, 0.0, -0.1], [0.0, 0.0, 0.0], [0.2, 0.0, 0.0], [0.1, 0.0, 0.0], [0.0, 0.0, -0.1], [0.0, 0.0, -0.1], [-0.1, 0.0, 0.0], [-0.2, 0.1, -1.1], [-0.2, 0.0, -0.2], [0.2, 0.1, 0.2], [0.0, -0.1, 0.2], [0.0, -0.2, -0.1], [0.0, 0.0, 0.1], [0.0, 0.2, -0.1], [0.1, 0.2, 0.0], [0.1, 0.0, 0.0], [0.0, 0.0, 0.1], [0.0, 0.0, 0.0], [0.0, 0.0, -0.1], [0.1, 0.0, 0.0], [0.0, 0.0, -0.1], [0.1, 0.0, 0.1], [-0.1, 0.0, 0.1]],
  "total_energy_ha": -5184.8057,
  "fmax_ha_per_bohr": 0.059,
  "total_charge": 1,
  "homo_ha": -0.4115,
  "mol_weight_g_mol": 709.76
}